Record 1
A cluster of 2 separate species, C18H39BO6P in total, computed with the ωB97M-V functional and the def2-TZVPD basis.

Values from the calculation:
- ΔE to the lowest compared entry with this formula, charge and spin (kJ/mol) = 320.0
- gap between HOMO and LUMO (eV) = 6.6
- largest force on an atom (eV/A) = 3.8
- highest occupied orbital energy (Ha) = -0.14028

```
! RIJCOSX wB97M-V def2-TZVPD def2/J DEFGRID3
* xyz -1 1
C 1.0844 -1.4793 0.0985
C 2.2025 -2.2595 -0.7585
O 2.9398 -3.1382 -0.2755
O 2.3032 -1.8241 -2.1228
C 3.6316 -1.3282 -2.4152
C 4.0585 -0.0198 -1.5987
C 3.7975 1.3630 -2.3901
C 2.5111 2.0888 -1.7562
C 2.5506 3.6913 -1.9845
C 1.2778 4.2763 -1.1547
C -0.0063 4.0560 -2.0874
C -1.4012 4.1767 -1.3231
C -1.8794 2.8489 -0.5867
O -0.9947 2.2585 0.3943
B -1.7322 1.0008 0.7426
O -2.7342 0.7064 -0.3289
C -2.2205 1.5318 -1.4416
P -3.6747 1.5255 -2.6466
C -4.0813 -0.3163 -2.9901
C -5.2688 2.1709 -1.8128
H 1.0668 -1.8632 1.1752
H 0.0499 -1.6120 -0.3790
H 1.4111 -0.3784 0.0643
H 4.3972 -2.1485 -2.1903
H 3.6632 -1.0487 -3.5235
H 3.5559 0.0932 -0.5846
H 5.1832 -0.1269 -1.3766
H 3.5882 1.1207 -3.4866
H 4.7188 2.0182 -2.2693
H 1.5842 1.6471 -2.2455
H 2.4443 1.9214 -0.6206
H 3.5380 4.1491 -1.6440
H 2.4018 3.8680 -3.0987
H 1.4964 5.3876 -0.9937
H 1.2089 3.6852 -0.1815
H 0.0372 3.0814 -2.6693
H 0.0260 4.8994 -2.8711
H -2.2008 4.4769 -2.0872
H -1.3724 5.0073 -0.5260
H -2.8709 3.1215 -0.0935
H -1.0964 -0.0089 0.8479
H -2.2723 1.0802 1.8148
H -1.3644 0.8897 -1.8337
H -3.1533 -0.9272 -3.2283
H -4.7988 -0.3638 -3.8886
H -4.6449 -0.8037 -2.1198
H -5.0467 2.6267 -0.7914
H -6.0451 1.3321 -1.6749
H -5.7368 2.9092 -2.5431
C -0.3019 -2.1507 4.0716
O 0.0029 -3.2035 3.1657
C 1.0947 -4.0038 3.6087
C 0.6101 -5.3055 4.2368
O -0.1043 -5.0649 5.4474
C -1.5118 -5.1250 5.2675
H -1.2866 -1.7572 3.8153
H -0.3254 -2.4974 5.1083
H 0.4353 -1.3486 3.9682
H 1.7321 -3.4458 4.3053
H 1.6940 -4.2432 2.7242
H 1.4816 -5.9148 4.4965
H -0.0013 -5.8777 3.5311
H -1.8312 -6.1703 5.1984
H -1.8335 -4.5845 4.3738
H -1.9867 -4.6702 6.1376
*
```

Record 2
A cluster of 14 separate species, C18H39Cl26O2PSSi in total, computed with the ωB97M-V functional and the def2-TZVPD basis.

Values from the calculation:
- gap between HOMO and LUMO (eV) = 8.7
- largest force on an atom (eV/A) = 2.4
- highest occupied orbital energy (Ha) = -0.31648

```
! RIJCOSX wB97M-V def2-TZVPD def2/J DEFGRID3
* xyz 0 1
C 1.1556 0.4598 -0.0228
Si 0.6944 0.2640 -1.8326
C 0.8754 -1.5825 -2.2022
C 1.8433 1.1516 -3.0161
C -1.1415 0.8309 -1.9941
O -1.7176 0.2593 -3.1999
C -2.9962 -0.1293 -3.0813
O -3.7093 -0.3164 -4.0466
P -1.4287 2.6480 -2.0105
S 0.0118 3.7498 -1.2717
H 0.8121 1.4062 0.3719
H 2.2120 0.3160 0.1431
H 0.6360 -0.3095 0.5441
H 1.2325 -1.7423 -3.2105
H -0.0030 -2.1681 -1.9679
H 1.6667 -1.9057 -1.5375
H 2.8689 1.1629 -2.6667
H 1.8308 0.6177 -3.9624
H 1.5426 2.1700 -3.2234
H -1.6549 0.4692 -1.1074
H -3.3889 -0.2804 -2.0742
H -1.7775 2.9955 -3.3273
H -2.5997 2.9114 -1.2648
C -6.0990 1.8564 -1.3570
Cl -4.9205 2.9317 -0.5845
Cl -5.9711 0.2019 -0.7533
H -7.0947 2.2167 -1.1292
H -5.9284 1.8597 -2.4276
C -4.9499 6.6001 -2.5956
Cl -3.5272 5.6909 -2.0726
Cl -4.8940 8.2800 -2.0482
H -4.9879 6.5970 -3.6779
H -5.8326 6.1239 -2.1849
C -3.8904 5.9763 1.8344
Cl -4.7335 5.1223 3.1356
Cl -2.4101 5.1451 1.3467
H -4.5509 6.0345 0.9766
H -3.6395 6.9687 2.1816
C 4.3259 -4.1013 -1.5839
Cl 2.8137 -4.4880 -2.3996
Cl 4.3128 -2.4433 -0.9477
H 4.4625 -4.7919 -0.7622
H 5.1457 -4.2023 -2.2915
C -2.9876 -1.9822 0.8961
Cl -1.8844 -2.2333 -0.4611
Cl -2.7454 -0.3845 1.6194
H -4.0081 -2.0536 0.5371
H -2.7946 -2.7382 1.6469
C -2.4515 9.4234 0.3899
Cl -1.6009 10.9461 0.1176
Cl -4.0785 9.6847 1.0434
H -2.5418 8.9002 -0.5546
H -1.8837 8.8307 1.0976
C 6.4488 -6.6760 -4.3704
Cl 6.8013 -5.2422 -3.3948
Cl 6.1952 -8.1041 -3.3620
H 5.5491 -6.4910 -4.9442
H 7.2899 -6.8570 -5.0283
C -6.3051 0.6400 3.3012
Cl -7.6063 1.4984 2.4708
Cl -6.9089 -0.7509 4.2129
H -5.5973 0.2894 2.5621
H -5.8239 1.3244 3.9891
C 10.4618 -3.2981 -2.8196
Cl 10.0609 -3.9114 -4.4272
Cl 9.2650 -3.7460 -1.5938
H 11.4194 -3.7091 -2.5259
H 10.5126 -2.2177 -2.8678
C 5.6196 -6.7437 1.2291
Cl 4.1005 -7.1257 0.4134
Cl 5.6189 -5.0885 1.8621
H 5.7559 -7.4323 2.0539
H 6.4313 -6.8421 0.5180
C -9.8674 1.0254 5.8714
Cl -9.5511 2.5915 6.6288
Cl -10.0484 -0.2629 7.0692
H -10.7841 1.0963 5.2994
H -9.0352 0.7813 5.2241
C 4.9111 -0.1497 2.0560
Cl 5.7812 1.3830 1.9222
Cl 3.2832 0.0677 2.7080
H 4.8329 -0.5891 1.0704
H 5.4643 -0.8049 2.7175
C 5.5161 -5.4553 5.7374
Cl 6.7286 -4.4855 6.5811
Cl 5.6220 -7.1682 6.1668
H 4.5325 -5.0912 6.0063
H 5.6804 -5.3619 4.6722
*
```

Record 3
A cluster of 7 separate species, C18H39Cl2O18P in total, computed with the ωB97M-V functional and the def2-TZVPD basis.

Values from the calculation:
- SMILES = COC(=O)OC.COC(=O)OC.COC(=O)OC.COC(=O)OC.COC(=O)OC.COC(=O)OC.Cl[PH3]Cl
- gap between HOMO and LUMO (eV) = 10.8
- largest force on an atom (eV/A) = 0.2
- highest occupied orbital energy (Ha) = -0.39628

```
! RIJCOSX wB97M-V def2-TZVPD def2/J DEFGRID3
* xyz 0 1
C -1.5082 3.0378 2.1810
O -1.6384 4.4470 2.4037
C -2.5528 4.7658 3.3178
O -3.2584 3.9881 3.9098
O -2.5650 6.0902 3.4597
C -3.5149 6.5723 4.4166
H -0.7621 2.9265 1.3997
H -1.1825 2.5329 3.0885
H -2.4548 2.6159 1.8539
H -3.2997 6.1685 5.4042
H -4.5260 6.2951 4.1236
H -3.4046 7.6523 4.4176
C 0.0678 -2.2120 2.4441
O 0.9374 -2.6725 1.4037
C 2.2401 -2.5030 1.6460
O 2.7164 -2.0159 2.6376
O 2.9110 -2.9660 0.5928
C 4.3363 -2.8255 0.6697
H -0.9392 -2.4163 2.0957
H 0.2614 -2.7465 3.3726
H 0.1974 -1.1428 2.6022
H 4.7288 -3.3773 1.5216
H 4.6133 -1.7767 0.7589
H 4.7223 -3.2364 -0.2584
C 10.2494 -1.6539 0.3857
O 9.8696 -0.4195 1.0038
C 8.5609 -0.2928 1.2160
O 7.7198 -1.1094 0.9382
O 8.3379 0.8885 1.7884
C 6.9592 1.1533 2.0743
H 11.3290 -1.6069 0.2809
H 9.9659 -2.4973 1.0127
H 9.7780 -1.7523 -0.5906
H 6.5604 0.4074 2.7595
H 6.3736 1.1538 1.1565
H 6.9411 2.1367 2.5336
C 0.5292 -2.4480 -1.7663
O -0.3435 -1.4083 -2.2447
C 0.2947 -0.3721 -2.7718
O 1.4906 -0.2101 -2.7770
O -0.6024 0.4722 -3.2839
C -0.0365 1.6447 -3.8774
H -0.1184 -3.1919 -1.3144
H 1.0799 -2.8813 -2.6002
H 1.2233 -2.0603 -1.0308
H 0.6228 1.3762 -4.7011
H 0.5218 2.2166 -3.1381
H -0.8796 2.2229 -4.2433
C -14.0952 0.2038 -0.1450
O -12.8802 0.4309 -0.8662
C -11.8645 0.8485 -0.1087
O -11.9059 1.0367 1.0797
O -10.8013 1.0213 -0.8915
C -9.6276 1.4653 -0.2008
H -14.8167 -0.1269 -0.8860
H -13.9516 -0.5642 0.6130
H -14.4346 1.1224 0.3304
H -9.3201 0.7407 0.5483
H -9.8052 2.4295 0.2729
H -8.8572 1.5587 -0.9608
C 7.1087 -4.0256 -5.1410
O 6.7839 -2.6346 -5.0691
C 5.7978 -2.3455 -4.2156
O 5.2034 -3.1467 -3.5392
O 5.5928 -1.0333 -4.2391
C 4.5405 -0.5867 -3.3693
H 7.9146 -4.1003 -5.8650
H 7.4371 -4.3928 -4.1701
H 6.2475 -4.6031 -5.4729
H 4.7714 -0.8457 -2.3372
H 3.5886 -1.0256 -3.6515
H 4.4983 0.4917 -3.4856
Cl -2.7760 -0.2362 1.9309
P -4.9502 -0.1446 1.9135
Cl -7.1135 -0.0520 1.8655
H -4.9746 -1.2223 1.0427
H -4.9785 -0.4000 3.2764
H -4.8839 1.1671 1.4696
*
```